{"formula": "CH2NO2", "method": "ωB97M-V/def2-TZVPD", "relative_energy_kcal_mol": 7.7, "energy_ev": -6656.0425, "total_charge": -1, "orbital_gap_ev": 8.368, "species": ["N", "C", "O", "O", "H", "H"], "coordinates": [[-0.312, -0.800, -0.984], [0.076, 0.163, 0.048], [1.142, -0.136, 0.666], [-0.770, 1.015, 0.424], [-1.314, -0.728, -1.054], [0.074, -1.671, -1.061]], "forces_ev_per_a": [[-1.8, 4.3, 0.0], [0.5, -1.9, 2.6], [-0.1, 0.5, -1.1], [0.2, -0.2, -1.5], [-0.1, -0.4, -0.3], [1.3, -2.3, 0.4]], "nbo_charge": [-0.938, 0.858, -0.823, -0.809, 0.356, 0.357]}